Here is a 8-piece molecular cluster, C71H155N7O2 overall from the Open Molecules 2025 dataset. Energies are from ωB97M-V with the def2-TZVPD basis set.

Each line ends with the Mulliken charge.
Geometry (Å):
C (-2.3571, -8.5827, 4.3078)  -1.248
C (-2.8653, -8.1163, 2.9795)  -0.597
C (-2.0163, -7.1252, 2.1404)  -0.307
C (-1.7380, -5.8990, 3.0102)  -1.060
N (-1.2515, -4.6926, 2.2748)  0.720
C (-0.8072, -3.5921, 3.1684)  -1.235
C (-0.0309, -2.6734, 2.3144)  0.007
C (0.7710, -3.5685, 1.3522)  0.741
C (0.0544, -4.9364, 1.5001)  -1.064
C (-2.2855, -4.2403, 1.3705)  -0.957
H (-3.0965, -9.1894, 4.8200)  0.396
H (-2.1037, -7.7731, 5.0016)  0.302
H (-1.4853, -9.2308, 4.2236)  0.334
H (-3.8473, -7.6412, 3.1180)  0.338
H (-3.0220, -8.9222, 2.2595)  0.387
H (-2.5501, -6.8793, 1.2175)  0.197
H (-1.1039, -7.6541, 1.9102)  0.440
H (-0.9997, -6.1376, 3.7441)  0.588
H (-2.6454, -5.5547, 3.5321)  0.406
H (-1.6988, -3.2434, 3.6927)  0.676
H (-0.1421, -4.0604, 3.8819)  0.336
H (-0.6980, -2.0092, 1.7601)  -0.750
H (0.6837, -2.0153, 2.8353)  0.985
H (0.7346, -3.1613, 0.3408)  -0.558
H (1.8198, -3.7023, 1.6142)  0.217
H (-0.2107, -5.4079, 0.5511)  0.528
H (0.7120, -5.6129, 2.0718)  0.498
H (-1.9067, -3.3632, 0.8207)  0.101
H (-3.1823, -4.0013, 1.9427)  0.401
H (-2.5174, -5.0714, 0.6821)  0.253
C (4.9994, 0.0487, 1.3560)  -0.996
C (4.1384, -0.3945, 2.5589)  0.215
C (4.7170, -0.1772, 3.9731)  -0.889
C (4.7485, 1.3579, 4.3722)  -1.074
N (5.6500, 1.7435, 5.5538)  0.766
C (7.1053, 1.4563, 5.3255)  -0.456
C (7.6214, 0.5933, 6.4453)  -0.525
C (6.6625, 0.9257, 7.5995)  -0.687
C (5.3409, 1.0083, 6.8502)  -0.475
C (5.3680, 3.1973, 5.7902)  -1.537
H (5.2181, 1.1464, 1.4337)  0.332
H (4.4881, -0.1531, 0.3958)  -0.150
H (5.9059, -0.5418, 1.3669)  0.474
H (3.9502, -1.4751, 2.5240)  0.340
H (3.2106, 0.2095, 2.4937)  -0.145
H (5.7274, -0.5927, 4.0010)  0.456
H (4.1919, -0.7463, 4.7439)  0.465
H (3.7248, 1.6301, 4.6125)  0.361
H (5.1286, 1.8776, 3.4838)  0.466
H (7.7009, 2.3702, 5.3565)  0.328
H (7.2261, 0.9491, 4.3715)  0.291
H (8.6709, 0.8975, 6.6370)  0.360
H (7.5586, -0.4876, 6.2538)  0.306
H (6.9320, 1.8554, 8.1338)  0.276
H (6.6567, 0.1135, 8.3205)  0.403
H (4.6199, 1.6635, 7.3800)  0.229
H (4.8330, 0.0612, 6.6496)  0.431
H (4.3446, 3.3535, 6.1503)  0.484
H (5.6830, 3.6493, 4.8661)  0.567
H (6.0414, 3.4987, 6.5750)  0.448
C (3.3097, 6.6116, 7.4365)  -1.126
C (3.4780, 7.6212, 6.3300)  -0.559
C (3.5032, 7.1552, 4.8554)  -0.327
C (2.2384, 6.3813, 4.6595)  -0.632
N (1.9081, 5.7576, 3.3349)  0.358
C (0.7080, 4.8733, 3.4035)  -1.174
C (0.6897, 4.0523, 2.1073)  0.991
C (2.2260, 3.9367, 1.7415)  -0.381
C (2.8723, 4.8405, 2.8146)  -0.869
C (1.5913, 6.8566, 2.3278)  -0.836
H (4.0804, 5.8612, 7.5535)  0.201
H (2.3633, 6.0414, 7.4919)  0.344
H (3.3673, 7.1344, 8.3878)  0.416
H (4.4327, 8.1190, 6.5386)  0.391
H (2.7019, 8.3597, 6.4412)  0.356
H (4.3675, 6.5543, 4.5679)  0.308
H (3.4699, 8.0460, 4.2224)  0.339
H (1.3935, 7.0649, 4.7696)  0.297
H (2.0880, 5.5733, 5.3845)  0.144
H (-0.2144, 5.4564, 3.4746)  0.513
H (0.8137, 4.3269, 4.3458)  0.255
H (0.1119, 4.5263, 1.3227)  0.313
H (0.2521, 3.0704, 2.2875)  -0.810
H (2.4351, 4.3279, 0.7379)  0.226
H (2.5235, 2.8858, 1.7643)  0.081
H (3.7823, 5.3783, 2.5257)  0.758
H (3.1420, 4.2204, 3.6453)  0.326
H (2.5409, 7.4018, 2.2897)  0.401
H (0.8224, 7.4981, 2.7515)  0.357
H (1.2543, 6.4356, 1.3653)  0.337
C (4.3129, -3.1618, -0.7674)  -1.181
C (3.8159, -2.3249, -2.0000)  -0.431
C (2.6123, -2.8551, -2.7872)  2.774
C (2.7994, -4.2705, -3.3258)  -1.156
N (1.4163, -4.8033, -3.8303)  0.254
C (0.4018, -5.1257, -2.7704)  -0.066
C (-0.6717, -5.9170, -3.5031)  -0.300
C (0.0480, -6.6616, -4.5722)  -1.136
C (1.4865, -6.1391, -4.4942)  -0.403
C (0.8154, -3.8723, -4.7449)  -0.935
H (4.8263, -4.0656, -1.1384)  0.407
H (3.4715, -3.4499, -0.1466)  0.042
H (5.0621, -2.5544, -0.2660)  0.489
H (4.6324, -2.1239, -2.7349)  0.439
H (3.5770, -1.3630, -1.5219)  -0.017
H (2.3581, -2.1372, -3.6022)  -1.034
H (1.6942, -2.8722, -2.1685)  -0.989
H (3.1479, -4.9822, -2.5743)  0.455
H (3.5383, -4.2539, -4.1381)  0.232
H (0.0247, -4.2560, -2.2255)  -0.311
H (0.9821, -5.7197, -2.0577)  0.381
H (-1.4094, -5.2696, -3.9605)  -0.008
H (-1.1668, -6.5556, -2.7727)  0.779
H (-0.4665, -6.6521, -5.5390)  0.385
H (0.1438, -7.7066, -4.3060)  0.326
H (2.1009, -6.0399, -5.3934)  0.497
H (2.0608, -6.7184, -3.7637)  0.471
H (0.0685, -4.3116, -5.4183)  0.575
H (1.5613, -3.4312, -5.4104)  0.347
H (0.2916, -3.0360, -4.2206)  0.078
C (-3.8103, 2.6075, -5.7789)  -0.992
C (-4.1004, 2.7563, -4.2740)  -0.029
C (-4.6039, 1.4790, -3.6426)  -0.932
C (-3.5168, 0.3468, -3.6087)  0.719
N (-4.0278, -1.0625, -3.2456)  1.035
C (-2.8889, -1.9995, -3.1970)  -0.018
C (-3.2349, -3.1158, -2.2351)  0.813
C (-4.3495, -2.5088, -1.3932)  -0.853
C (-4.4881, -1.0308, -1.8439)  -0.397
C (-5.1564, -1.6667, -4.1400)  -1.067
C (-5.0016, -1.7299, -5.6377)  -0.127
C (-6.2246, -2.4026, -6.2887)  -1.395
H (-3.2835, 3.4946, -6.1686)  0.424
H (-4.7199, 2.4653, -6.3694)  0.355
H (-3.1681, 1.7297, -5.9661)  -0.008
H (-4.8297, 3.5421, -4.0635)  0.469
H (-3.1523, 3.0647, -3.7794)  -0.254
H (-5.4439, 1.1710, -4.2728)  0.265
H (-5.0541, 1.6756, -2.6602)  0.496
H (-2.6870, 0.5389, -2.9449)  -0.112
H (-3.1345, 0.2021, -4.6278)  -0.291
H (-2.6419, -2.3465, -4.2051)  0.001
H (-2.0178, -1.4455, -2.8273)  -0.601
H (-3.5516, -4.0115, -2.7822)  0.526
H (-2.2814, -3.2191, -1.7269)  -0.810
H (-5.3118, -3.0158, -1.5136)  0.494
H (-4.1273, -2.4783, -0.3204)  0.081
H (-5.4652, -0.5886, -1.6597)  0.440
H (-3.7357, -0.4065, -1.3731)  -0.176
H (-6.0560, -1.0827, -3.8991)  0.628
H (-5.3103, -2.6913, -3.8130)  0.624
H (-4.0604, -2.2872, -5.8461)  0.159
H (-4.8637, -0.7404, -6.0701)  0.183
H (-6.4191, -3.4037, -5.8655)  0.339
H (-5.9668, -2.4798, -7.3457)  0.421
H (-7.0740, -1.7430, -6.2138)  0.377
C (-4.6751, 3.5190, -0.6117)  -0.302
C (-3.7691, 4.3499, 0.3167)  -0.168
C (-3.6056, 3.7544, 1.7196)  -0.683
C (-3.0399, 2.3636, 1.7605)  0.403
N (-3.3318, 1.5146, 2.9986)  0.571
C (-3.0231, 2.2774, 4.3342)  -0.278
C (-2.3828, 1.2423, 5.2358)  -0.937
C (-1.5362, 0.4822, 4.3112)  -0.202
C (-2.3509, 0.3641, 3.0624)  0.072
C (-4.7356, 1.0616, 3.0668)  -1.240
C (-5.3596, 0.3733, 1.8750)  0.961
C (-6.7012, -0.2531, 2.3215)  -1.496
H (-4.6815, 3.9777, -1.6170)  0.410
H (-5.6925, 3.6029, -0.2055)  0.401
H (-4.4500, 2.4563, -0.7472)  -0.408
H (-4.1921, 5.3276, 0.4834)  0.523
H (-2.7791, 4.4826, -0.1451)  -0.315
H (-4.5579, 3.7407, 2.2142)  0.484
H (-2.9752, 4.3835, 2.3380)  0.184
H (-1.9716, 2.4722, 1.6909)  -0.191
H (-3.3342, 1.8236, 0.8833)  -0.319
H (-3.9151, 2.7839, 4.7444)  0.388
H (-2.3023, 3.0379, 4.0364)  0.084
H (-3.1402, 0.6382, 5.7603)  0.374
H (-1.7408, 1.6828, 6.0047)  0.481
H (-1.2461, -0.5470, 4.5529)  0.317
H (-0.6187, 1.0409, 4.1393)  0.120
H (-3.0032, -0.4799, 3.2142)  0.427
H (-1.8525, 0.2242, 2.1199)  -0.436
H (-5.3238, 1.9258, 3.3805)  0.661
H (-4.7398, 0.3136, 3.8800)  0.569
H (-4.6548, -0.3988, 1.4994)  -0.413
H (-5.4595, 1.0794, 1.0318)  0.006
H (-7.3460, 0.5682, 2.6984)  0.380
H (-6.6135, -1.0058, 3.0910)  0.420
H (-7.3131, -0.6778, 1.4844)  0.380
C (-0.4545, 3.9479, -1.8675)  -0.475
C (0.0173, 3.9096, -3.3870)  -1.195
C (0.5503, 2.5655, -3.8287)  1.371
C (1.2071, 2.5572, -5.1815)  -1.319
N (1.8930, 1.3095, -5.6163)  0.311
C (2.5560, 1.4335, -6.9253)  -0.486
C (3.5429, 0.2993, -7.0248)  -1.022
C (3.9813, 0.0013, -5.5670)  -0.184
C (3.0552, 0.8664, -4.7169)  -0.312
C (0.9366, 0.1949, -5.6419)  -0.031
C (-0.3104, 0.3252, -6.4448)  -0.377
C (-0.9566, -1.0756, -6.6560)  -1.312
H (0.4221, 3.7901, -1.2234)  -0.006
H (-1.1625, 3.1467, -1.6477)  -0.018
H (-0.9124, 4.9142, -1.6833)  0.600
H (0.7248, 4.7430, -3.5041)  0.502
H (-0.8315, 4.1565, -4.0566)  0.359
H (-0.3120, 1.8943, -3.8624)  -0.522
H (1.1919, 2.0384, -3.1114)  -0.069
H (2.0448, 3.2742, -5.2560)  0.539
H (0.5649, 2.8072, -6.0503)  0.387
H (1.7974, 1.3762, -7.7094)  0.413
H (2.9906, 2.4325, -6.9037)  0.655
H (3.0592, -0.4945, -7.6184)  0.323
H (4.4288, 0.6543, -7.5795)  0.438
H (3.8464, -1.0320, -5.2397)  -0.031
H (5.0082, 0.3329, -5.4071)  0.498
H (2.5883, 0.5308, -3.7833)  0.097
H (3.5064, 1.8308, -4.4881)  0.539
H (0.7378, 0.0798, -4.5591)  -0.076
H (1.5358, -0.6778, -5.9685)  0.081
H (-0.0569, 0.6039, -7.4726)  0.409
H (-1.1027, 1.0276, -6.1320)  -0.005
H (-1.8306, -0.9109, -7.2680)  0.583
H (-1.2114, -1.5577, -5.7080)  -0.210
H (-0.2320, -1.6457, -7.2516)  0.606
C (0.6290, 0.4842, -0.2212)  -0.474
C (-0.5027, -0.3987, -0.9233)  0.360
O (-0.3012, -0.6426, -2.1370)  -0.097
O (-1.4353, -0.8768, -0.2637)  -0.704
H (0.4900, 0.6377, 0.8656)  -0.195
H (0.7796, 1.4420, -0.7186)  -0.031
H (1.5334, -0.1320, -0.3201)  -0.037

Atoms 1-3, force components in eV/Å:
C 0.70 -0.29 0.55
C -0.98 0.64 -1.39
C -0.19 0.03 1.23

Net charge: +6
Kohn-Sham gap, eV: 9.07
Multiplicity: 1
Energy, eV: -90608.5754
F_max, eV/Å: 3.1
HOMO energy, eV: -20.00
LUMO, eV: -10.9